[1]
Molecular formula: C7H16N3
Method: DFT, ωB97M-V/def2-TZVPD

## Properties
Total charge: +1
Energy above the lowest of the compared OMol25 structures with the same formula, charge and spin: 6.453 eV
LUMO energy: -2.93 eV
HOMO energy: -0.426 hartree

Each line ends with the Mulliken charge.
Atoms and positions in Å:
H (2.91437, 2.51730, -1.42096)  0.355
H (-3.39415, -0.92366, -0.40533)  0.267
H (0.22629, 0.91802, -3.10021)  0.395
C (0.54017, -2.10095, 1.47770)  -1.000
H (0.72699, -2.99140, 2.23372)  0.266
C (-0.86821, -1.01800, 2.98191)  -0.977
H (-1.70800, -0.27557, 3.09612)  0.357
H (1.32037, -1.42840, 1.63353)  0.477
H (1.24197, -0.43255, -2.59773)  0.414
H (-1.19177, 1.20402, -0.24654)  0.445
H (1.37614, 3.18293, -2.16634)  0.276
C (1.12915, 0.85650, -0.06496)  -0.344
C (2.01510, 2.26386, -1.99556)  -0.894
N (1.26735, 1.10919, -1.29936)  0.079
H (-3.10867, 0.49536, -1.28650)  0.271
H (-0.04667, -0.71444, 3.49426)  0.383
H (-1.35721, -1.97104, 3.40896)  0.318
H (0.70929, -2.45001, 0.45072)  0.309
H (-0.27474, -0.36726, -1.79969)  0.336
N (-0.56601, -1.26501, 1.66857)  0.102
H (1.74283, 1.54095, 0.70534)  0.127
C (-1.73850, 0.31869, 0.10547)  -0.417
H (2.33110, 1.75438, -2.89575)  0.389
N (-2.95531, 0.03780, -0.40216)  -0.462
C (-0.87772, -0.49131, 0.70619)  0.473
C (0.54585, 0.23062, -2.28143)  -0.947

Forces on the atoms, in the same order (eV/Å):
H -0.5 0.0 0.0
H 1.1 1.6 0.4
H -0.1 -0.9 0.5
C 2.2 -3.7 0.3
H -1.1 1.9 -1.5
C -5.9 -1.0 2.5
H 1.1 -0.5 -0.3
H 2.1 0.9 0.4
H 2.1 -2.1 -1.4
H -1.0 -0.1 0.1
H 0.6 -1.4 0.2
C 1.0 0.6 3.3
C -0.4 -0.7 0.8
N -0.6 1.1 -0.9
H -0.3 0.1 0.1
H 2.4 0.7 1.8
H 1.2 1.3 -0.2
H -0.7 0.0 0.3
H 0.8 1.0 -0.5
N -0.7 0.1 -3.1
H -1.0 -1.0 -2.1
C 1.6 -0.4 -0.6
H 0.2 0.7 -0.6
N -1.7 -1.2 -0.6
C -0.4 0.3 0.0
C -2.1 2.5 1.0

***

[2]
Molecular formula: C7H16NO2S
Method: DFT, ωB97M-V/def2-TZVPD

## Properties
Total charge: +1
Energy above the lowest of the compared OMol25 structures with the same formula, charge and spin: 3.646 eV
LUMO energy (spin up / spin down): -3.17 / -3.17 eV
HOMO energy (spin up / spin down): -0.378 / -0.378 hartree

Each line ends with the Mulliken charge.
Atoms and positions in Å:
H (-2.69329, -2.19126, 1.15698)  0.564
H (-2.85928, 1.13049, -1.27095)  0.170
C (1.75052, -0.76150, 0.60149)  -0.212
H (1.38143, 1.31172, 0.73858)  0.406
C (-1.14117, 0.15931, 0.64245)  -0.577
C (-0.65170, 1.62178, -1.24005)  -0.658
H (3.69604, -1.78792, 1.12149)  0.388
C (3.28046, -0.87284, 0.73120)  -1.470
H (3.69674, -0.52508, -0.22611)  0.346
O (-2.82260, -2.15161, -0.76989)  -0.333
N (-0.11166, 0.49032, -0.37838)  0.118
O (-4.04766, -0.84450, 0.68327)  -0.403
H (-2.51206, 2.92841, -0.91101)  0.393
H (-3.87413, -0.52176, 1.59658)  0.394
H (-3.49906, -1.72628, -1.30360)  0.389
H (-0.09535, 2.45103, -1.00865)  0.284
H (3.66119, -0.22261, 1.42335)  0.410
H (2.05039, 0.70554, -0.70228)  0.538
H (1.42001, -1.72867, 0.01641)  0.269
H (-0.70315, -0.34985, 1.54571)  0.257
C (-2.07315, 1.86368, -0.91853)  -0.369
H (-0.17708, -0.43693, -0.79618)  0.426
C (-3.11248, -1.68926, 0.39339)  -0.032
C (1.32554, 0.59850, 0.02950)  -0.870
H (1.24345, -0.90930, 1.55294)  0.296
H (-0.38583, 1.16159, -2.14705)  0.447
S (-2.25766, 1.47187, 0.90653)  -0.172

Forces on the atoms, in the same order (eV/Å):
H 1.6 -1.7 2.6
H 1.3 1.0 -0.6
C -0.2 -2.4 0.4
H 0.3 2.5 2.4
C -0.8 -2.0 2.4
C -0.2 -2.5 0.5
H -0.3 -0.8 -0.7
C -1.0 0.0 -1.6
H 0.3 -0.8 0.2
O -1.7 0.1 -0.6
N -0.2 -0.8 0.4
O -0.2 -0.1 -0.6
H 1.2 -1.6 -0.8
H -0.4 0.1 -0.5
H -0.1 0.0 -1.6
H 1.6 2.0 0.3
H 0.7 2.3 1.9
H 0.5 1.1 -2.4
H 0.3 2.1 0.4
H -0.4 1.0 -0.9
C -3.9 0.1 1.7
H 0.3 0.5 -1.3
C 1.6 2.0 0.2
C -1.2 -3.9 0.1
H 0.3 0.0 0.3
H -0.3 0.6 -2.1
S 1.2 1.2 -0.1

***

[3]
Molecular formula: C7H16NO3PS
Method: DFT, ωB97M-V/def2-TZVPD

## Properties
Energy above the lowest of the compared OMol25 structures with the same formula, charge and spin: 2.225 eV
LUMO energy: 0.52 eV
Structure (SMILES): C=P(O)(OCC)OCC.CN=C=S
HOMO energy: -0.297 hartree

Each line ends with the Mulliken charge.
Atoms and positions in Å:
H (-0.72312, -3.80493, -0.08118)  0.239
H (-1.54764, -3.52491, 1.40577)  0.328
H (2.13444, 1.19964, 1.72384)  0.192
O (-0.09039, 0.27090, 1.72878)  -0.461
C (0.02029, -0.71797, -1.02055)  -0.687
P (-0.69057, -0.26008, 0.40157)  0.788
H (-2.14880, -1.97407, -1.07870)  0.269
H (-2.40460, -4.30556, 0.20853)  0.412
H (3.82881, 1.73185, 1.89472)  0.335
C (3.51679, -0.01798, -0.59466)  0.354
O (-1.64214, 0.96362, -0.02193)  -0.403
O (-1.89665, -1.24738, 0.94171)  -0.405
H (2.84456, 2.53533, 0.77254)  0.299
H (0.08697, 3.35560, -1.42542)  0.471
H (-0.70761, 0.63215, 2.33113)  0.315
C (-1.36655, 1.92639, -1.06121)  -0.433
H (-2.18135, 2.61508, -1.23712)  0.363
S (3.74996, -0.92561, -1.85875)  -0.398
C (3.04394, 1.64109, 1.28251)  -0.578
H (-1.04085, 1.38306, -1.92535)  0.363
N (3.46082, 0.65361, 0.36513)  -0.157
C (-1.73620, -3.51641, 0.36839)  -1.144
H (-0.17501, 3.33263, 0.15647)  0.294
H (0.56176, 1.86874, -0.43790)  -0.230
H (-3.49766, -2.22913, 0.30487)  0.318
H (0.24306, -1.83265, -1.17521)  0.141
C (-0.15976, 2.65208, -0.70889)  -0.588
C (-2.40826, -2.24172, 0.04472)  -0.193
H (0.92575, -0.16337, -1.30383)  0.195

Forces on the atoms, in the same order (eV/Å):
H -1.5 0.9 0.1
H 0.2 0.0 1.5
H 0.4 0.8 0.4
O 2.3 -0.5 0.5
C 2.0 -2.4 0.0
P -4.0 -0.8 -2.4
H -1.1 -0.1 2.2
H -0.9 -1.5 -0.5
H 2.5 0.8 3.0
C 0.3 0.4 0.4
O -1.0 1.4 0.3
O 2.2 1.3 -0.5
H -0.4 1.4 -0.6
H 1.2 0.8 -2.2
H -1.2 0.7 1.1
C 0.1 -0.9 0.7
H -0.7 -0.5 0.1
S 0.0 -0.5 -0.6
C -2.8 -2.3 -1.6
H -0.7 -0.5 -0.9
N 0.1 -0.5 -1.0
C 1.8 -1.0 -0.4
H -0.7 -0.5 0.4
H 0.6 0.8 -0.7
H 0.9 -0.4 -0.8
H -0.4 1.6 0.5
C 1.2 0.4 3.0
C 0.1 1.2 -2.0
H -0.5 0.0 0.0

***

[4]
Molecular formula: C7H16NO5P
Method: DFT, ωB97M-V/def2-TZVPD

## Properties
Energy above the lowest of the compared OMol25 structures with the same formula, charge and spin: 0.000 eV
LUMO energy: 0.71 eV
Structure (SMILES): CCOP(=O)(CCOC(N)=O)OCC
HOMO energy: -0.372 hartree

Each line ends with the Mulliken charge.
Atoms and positions in Å:
H (4.44635, -1.46064, -1.14721)  0.302
H (0.02933, 3.99686, 0.53871)  0.294
N (-4.33251, -1.05775, -0.41041)  -0.542
H (-0.05306, 2.66297, -1.96021)  0.338
O (2.09856, -0.09572, -0.34420)  -0.304
H (5.19823, -1.03587, 0.38849)  0.367
H (-0.37483, -1.62159, 1.41230)  0.424
C (-3.66128, -1.65172, 0.72104)  0.609
O (-4.10409, -1.71645, 1.82574)  -0.505
C (3.06522, -0.85108, 0.40350)  -0.242
H (-1.41864, 3.77399, -0.44849)  0.309
H (-4.54408, -0.09131, -0.17728)  0.243
C (-0.60196, 3.25543, 0.05192)  -0.954
H (-5.23726, -1.51474, -0.48010)  0.297
H (2.73940, -1.89339, 0.47591)  0.286
O (0.77925, 0.84596, 1.64034)  -0.767
C (-0.21447, -1.38929, 0.36053)  -0.619
C (-1.56143, -1.39617, -0.36898)  -0.568
P (0.67633, 0.18770, 0.33090)  1.005
H (4.56935, 0.24221, -0.66912)  0.315
C (4.40119, -0.77028, -0.30554)  -1.242
H (0.43647, -2.14469, -0.07929)  0.308
H (-1.00578, 2.62257, 0.83840)  0.301
C (0.21405, 2.42467, -0.93327)  -0.304
H (1.28504, 2.59983, -0.83425)  0.272
H (-1.46990, -1.85754, -1.34941)  0.239
O (-2.47465, -2.21039, 0.40113)  -0.306
O (-0.05067, 1.00435, -0.81739)  -0.371
H (-1.96848, -0.39647, -0.48404)  0.463
H (3.13430, -0.46143, 1.42026)  0.355

Forces on the atoms, in the same order (eV/Å):
H 0.0 0.1 -0.1
H 0.0 0.0 0.0
N 0.1 0.1 0.1
H 0.0 0.0 0.0
O -0.1 -0.2 -0.1
H 0.0 0.0 0.0
H 0.0 0.0 0.0
C 0.1 0.0 -0.4
O -0.1 -0.2 0.1
C 0.3 -0.1 0.1
H 0.0 0.0 0.0
H 0.0 0.0 0.0
C 0.1 0.0 0.0
H 0.0 0.0 0.0
H -0.1 0.0 0.0
O -0.1 0.0 0.0
C 0.0 0.1 -0.3
C -0.2 -0.3 0.0
P 0.1 0.0 0.1
H 0.0 0.0 0.1
C -0.1 -0.1 0.0
H 0.0 -0.1 0.2
H 0.0 0.0 0.0
C 0.0 0.1 -0.2
H 0.0 -0.1 0.1
H 0.0 0.2 -0.1
O 0.0 0.2 0.4
O 0.0 0.0 0.1
H 0.0 0.0 -0.1
H -0.1 0.2 0.0

***

[5]
Molecular formula: C7H16O2Si3
Method: DFT, ωB97M-V/def2-TZVPD

## Properties
LUMO energy: -0.08 eV
Structure (SMILES): C=C[Si](C=C)(C=C)O[SiH3].C[SiH]=O
HOMO energy: -0.336 hartree

Each line ends with the Mulliken charge.
Atoms and positions in Å:
H (1.04259, -0.98024, 3.24233)  0.240
H (-4.28621, -0.24674, 1.73968)  0.399
C (-3.32998, -0.36017, 1.24859)  -0.955
H (3.34138, -1.15670, -1.26676)  0.196
Si (-3.40539, 0.40183, -0.43336)  0.473
O (0.62942, -1.00183, -1.24040)  0.078
H (-2.91076, -1.33005, 1.47014)  0.345
H (4.28571, 1.67489, -0.78298)  0.277
C (1.36540, 0.20410, 1.57109)  -0.366
H (-2.78495, 0.46701, 1.77912)  0.225
C (3.11972, -0.17238, -0.78703)  -0.212
H (5.17628, 0.24117, -1.05031)  0.218
H (-1.26879, -1.62664, -2.66281)  -0.094
C (4.15327, 0.62301, -0.85380)  -0.644
Si (-0.43350, -2.20994, -1.55568)  0.280
H (0.06577, -3.61785, -1.71001)  -0.143
Si (1.29760, 0.22515, -0.37811)  0.255
H (-4.53201, -0.21696, -1.04073)  -0.127
C (0.73898, -0.78379, 2.13462)  -0.602
H (-0.69681, 1.81224, 1.00943)  0.249
O (-2.43414, 1.29421, -1.16404)  -0.347
H (0.58857, -1.72072, 1.68187)  0.284
H (1.60338, 1.11081, 2.13610)  0.375
C (-0.44599, 2.27151, 0.03122)  -0.775
C (0.48327, 1.85437, -0.84906)  -0.106
H (-0.81812, 3.24672, -0.06193)  0.304
H (0.75050, 2.49048, -1.70645)  0.347
H (-1.29518, -2.49351, -0.50072)  -0.173

Forces on the atoms, in the same order (eV/Å):
H -1.5 0.6 -1.3
H -0.7 -0.4 -0.2
C 0.7 2.5 0.9
H -0.4 0.3 1.1
Si 0.1 -1.6 0.4
O -0.5 -1.0 0.6
H 0.3 -0.1 -0.3
H -0.9 1.0 0.7
C -1.3 1.8 -3.0
H 0.3 -1.0 0.0
C -1.3 -0.5 -1.2
H -0.7 -0.3 -0.3
H 0.3 -0.6 0.1
C 2.9 0.1 -0.3
Si 0.5 0.7 -1.4
H 0.4 0.6 -0.5
Si 1.6 0.8 0.2
H -1.1 -0.1 -0.9
C 2.3 -1.9 4.5
H 0.3 -0.2 -1.0
O -0.2 0.5 -0.2
H -0.9 -0.9 -1.1
H 0.4 -0.4 -0.2
C 1.8 -0.3 0.4
C 0.3 -0.5 1.1
H -1.0 1.2 -0.3
H -0.3 -0.4 0.4
H -1.3 0.1 1.8

***

[6]
Molecular formula: C7H16O3S
Method: DFT, ωB97M-V/def2-TZVPD

## Properties
Energy above the lowest of the compared OMol25 structures with the same formula, charge and spin: 0.420 eV
LUMO energy: 0.46 eV
HOMO energy: -0.364 hartree

Each line ends with the Mulliken charge.
Atoms and positions in Å:
H (2.28062, -2.37767, 0.94703)  0.348
O (-3.90984, -1.37135, -1.30390)  -0.555
H (-0.35264, 0.82820, -1.17654)  0.324
C (-0.96703, -0.39345, 0.54478)  -1.105
H (0.33020, 2.83822, 0.33271)  0.354
O (-4.06485, -0.02973, 0.89026)  -0.484
O (-1.42271, -0.42084, 1.66057)  -0.655
H (-1.39562, -1.09932, -0.16185)  0.796
H (2.21338, 2.26206, -0.18716)  0.291
S (-3.47469, -0.14115, -0.69874)  0.529
C (-0.04522, 0.58308, -0.07078)  1.047
C (1.76406, -1.16289, -0.71027)  -0.535
C (-0.19824, 1.92705, 0.77667)  -1.614
H (0.67807, -1.99713, 1.01542)  0.312
C (2.29750, 1.24112, -0.67858)  -1.538
H (-3.26828, 0.03360, 1.35022)  0.410
H (1.76286, 0.02691, 1.02137)  0.175
H (-1.28050, 2.17445, 1.00233)  0.308
H (1.26841, -1.40569, -1.79565)  0.280
H (-4.51870, 0.65769, -1.03760)  0.169
H (3.37458, 1.04479, -0.64492)  0.431
C (1.43373, 0.17456, -0.10435)  0.428
C (1.39870, -2.27291, 0.22806)  -1.292
H (1.85944, 1.47125, -1.70120)  0.323
H (2.77455, -1.26949, -0.94755)  0.375
H (0.23735, 1.86999, 1.66848)  0.534
H (1.22486, -3.19134, -0.21882)  0.344

Forces on the atoms, in the same order (eV/Å):
H -0.7 -0.3 -1.0
O 0.4 -1.6 -0.5
H 0.2 -0.8 1.9
C -0.8 -0.9 -1.0
H -1.1 -1.3 0.0
O -1.3 -0.1 -2.9
O 0.5 0.6 0.7
H 0.4 -0.9 -0.4
H 0.0 -1.4 -0.2
S -2.5 1.5 1.2
C 0.3 3.1 -0.5
C -3.0 -1.2 -2.8
C -1.9 1.3 -4.1
H -0.5 -0.3 -0.9
C -0.6 2.9 -0.9
H 2.2 -0.1 2.2
H -0.7 0.4 -1.8
H 1.2 -0.2 -0.6
H 0.7 1.1 2.4
H 0.3 0.6 -0.3
H -0.4 -0.4 -0.5
C 1.0 -0.6 2.8
C 1.8 1.2 3.3
H 1.2 -0.4 0.6
H 1.8 0.3 -0.2
H 1.8 -0.9 3.9
H -0.6 -1.7 -0.7

***

[7]
Molecular formula: C7H17AgClNO3
Method: DFT, ωB97M-V/def2-TZVPD

## Properties
Energy above the lowest of the compared OMol25 structures with the same formula, charge and spin: 6.275 eV
LUMO energy: 0.51 eV
HOMO energy: -0.266 hartree

Each line ends with the Mulliken charge.
Atoms and positions in Å:
H (-2.04650, 1.91822, 1.56650)  0.418
H (0.90846, 0.89843, 1.40908)  0.232
H (2.31741, -2.45029, 0.90180)  0.326
H (1.68757, -3.59946, -0.16155)  0.395
O (0.57569, -0.48512, 0.16546)  -0.484
H (1.01319, 1.52288, -2.00085)  0.283
Cl (-1.86445, 0.84264, -2.33837)  -0.618
C (1.03684, 1.99248, -1.01747)  -0.967
C (1.10647, -1.45488, -0.40087)  0.590
C (-2.81705, -0.62696, 1.99949)  -0.852
H (1.74082, 0.62960, -2.17628)  0.256
O (-1.65771, -0.12944, 1.35829)  -0.093
C (1.10295, -0.19800, -2.48656)  -0.523
H (0.76327, 3.03756, -1.16262)  0.416
H (-2.97690, -1.65597, 1.67747)  0.270
H (2.10213, -2.03659, -2.10578)  0.199
H (0.30903, 2.53518, 1.55487)  0.409
H (1.97837, 1.74717, -0.52610)  0.315
C (0.06971, 1.54815, 1.15916)  -0.525
C (1.37630, -2.74268, 0.43606)  -1.268
H (0.05135, 0.01856, -2.29855)  0.035
H (-2.71537, -0.64596, 3.08457)  0.285
Ag (-1.10116, -0.12608, -0.59951)  0.104
H (-3.68806, -0.01779, 1.75796)  0.304
H (-1.22811, 1.21971, 2.86770)  0.436
H (0.52543, -2.96470, 1.08014)  0.259
H (1.31427, -0.26276, -3.55392)  0.453
O (-0.07744, 1.67615, -0.27841)  -0.169
N (1.49553, -1.34188, -1.69404)  -0.041
C (-1.30206, 1.15185, 1.78233)  -0.443

Forces on the atoms, in the same order (eV/Å):
H -0.3 -0.1 -0.7
H -0.5 0.2 0.2
H -0.3 -0.2 1.0
H -0.5 -0.1 -0.2
O 5.7 -4.0 1.6
H -1.2 2.3 1.5
Cl -2.8 1.7 -3.9
C -0.6 3.3 -0.3
C 0.2 -1.0 -0.1
C -0.3 -0.2 0.1
H 0.5 -2.1 -0.8
O -1.4 -0.5 3.3
C 2.2 -0.9 -0.8
H 1.8 0.8 -0.3
H 0.0 0.2 -0.2
H -0.4 -0.1 0.2
H -0.1 0.3 0.1
H 0.2 0.3 0.1
C -0.4 1.8 0.0
C 0.8 1.2 -1.7
H 0.5 0.0 -0.6
H 0.3 0.1 0.2
Ag -5.4 -3.1 -2.6
H -0.1 0.0 -0.2
H 0.4 -0.4 0.3
H 0.4 0.2 0.1
H -0.2 -0.9 0.0
O -0.5 1.3 3.3
N 0.3 -1.4 0.1
C 1.5 1.0 0.2

***

[8]
Molecular formula: C7H17BO2
Method: DFT, ωB97M-V/def2-TZVPD

## Properties
Energy above the lowest of the compared OMol25 structures with the same formula, charge and spin: 3.737 eV
LUMO energy: 0.90 eV
HOMO energy: -0.368 hartree

Each line ends with the Mulliken charge.
Atoms and positions in Å:
C (1.05734, -1.76773, -0.62939)  0.528
H (2.04195, 2.84001, 0.24639)  -0.132
C (2.34146, -2.59682, -0.89568)  -1.177
C (1.35978, 0.53001, -0.07983)  -0.234
H (-2.52075, 0.56794, 0.03699)  0.236
H (-1.94933, 3.23216, 1.91276)  0.382
H (0.88439, -1.84660, 0.49638)  0.350
O (0.07327, 1.39205, 0.01997)  -0.206
H (1.36686, -0.03967, 1.08836)  0.129
C (-0.07083, -2.28037, -1.49163)  -1.244
H (1.50020, 2.21172, -1.66326)  -0.152
C (-1.23579, 2.90118, 1.12808)  -1.443
H (-0.38025, -3.38198, -1.29227)  0.339
B (1.50007, 1.99108, -0.49086)  0.389
H (-2.58855, 0.77053, 1.82895)  0.496
H (-0.34231, 1.22313, 1.98596)  0.369
C (-1.98689, 0.48746, 1.03274)  -1.284
H (0.22157, -1.94150, -2.54172)  0.318
H (2.21466, -3.71664, -0.59731)  0.337
H (-0.28321, 3.32482, 1.32693)  0.367
O (1.32602, -0.43122, -1.03963)  -0.333
H (-0.91238, -1.72844, -1.17157)  0.275
H (3.25793, -2.04507, -0.37561)  0.284
H (2.52720, -2.71090, -2.08140)  0.229
H (-1.65477, 3.05323, 0.16345)  0.367
C (-0.81565, 1.46233, 1.10188)  0.574
H (-1.42583, -0.46598, 1.09556)  0.235

Forces on the atoms, in the same order (eV/Å):
C 1.4 -1.8 0.6
H -0.6 -0.8 -0.4
C 1.3 -0.6 -1.2
C -0.5 -3.0 3.3
H 0.5 -0.1 1.2
H 0.4 -0.6 -0.4
H -0.2 0.4 -1.3
O 0.0 -0.9 -1.9
H 0.6 2.0 -3.2
C 0.1 -0.8 -0.2
H -0.3 0.0 0.1
C -0.4 -0.4 1.2
H 1.1 1.7 -0.8
B 1.1 1.7 1.0
H -1.3 -0.2 1.5
H 1.6 -0.5 2.1
C 2.4 -0.4 -3.3
H -0.7 -1.1 1.2
H 0.3 2.1 0.0
H 0.5 1.6 -0.3
O -0.2 0.4 0.9
H -1.3 0.8 -0.1
H -1.8 -1.6 -1.2
H -0.2 0.7 2.7
H -0.2 0.9 -0.8
C -2.2 0.7 -0.4
H -1.3 -0.2 0.2